Entry 1:
9
Properties=species:S:1:pos:R:3 method="wB97M-V/def2-TZVPD" largest_force_ev_per_a=2.585 lumo_energy_ev=-0.5 molar_mass_g_mol=118.11 gap_ev=8.068
C -0.46553 1.13180 -0.34510
C 1.94242 1.08852 0.63105
C -0.61792 0.69567 0.86950
O -0.40044 1.77128 -1.30631
O 2.19558 2.01943 1.29664
O 3.76681 0.06730 -0.65294
S 2.29156 -0.01915 -0.63554
H -1.05403 1.41059 1.53103
H -0.78772 -0.28317 1.18744

=====

Entry 2:
9
Properties=species:S:1:pos:R:3 method="wB97M-V/def2-TZVPD" largest_force_ev_per_a=6.456 lumo_energy_ev=0.5 molar_mass_g_mol=118.11 gap_ev=9.475
O 2.37834 -1.03588 -0.29505
C 1.37106 -0.48117 0.02410
O 1.31165 0.87467 -0.01765
C 0.00661 1.21948 -0.02262
C -0.63616 0.07376 0.09399
S -2.34905 -0.36522 -0.17835
O 0.18421 -0.90045 0.21253
H -0.17424 2.22072 -0.23984
H -2.09242 -1.60591 0.42289

=====

Entry 3:
9
Properties=species:S:1:pos:R:3 method="wB97M-V/def2-TZVPD" multiplicity=3 largest_force_ev_per_a=11.398 lumo_energy_ev="0.4 / -4.6" molar_mass_g_mol=118.11 gap_ev="8.395 / 6.904"
C 0.96382 -0.49713 0.41659
C 0.34633 -1.45939 0.91851
C 0.97185 0.78556 -0.26182
O -1.91439 -0.10572 1.21393
O -1.73362 -1.33932 -0.88092
O -0.43226 0.94718 -0.43085
S -1.11700 -0.48317 0.11622
H 1.56605 1.67497 0.12478
H 1.34921 0.47703 -1.21645

=====

Entry 4:
9
Properties=species:S:1:pos:R:3 method="wB97M-V/def2-TZVPD" multiplicity=7 largest_force_ev_per_a=3.465 lumo_energy_ev="-1.5 / -1.7" molar_mass_g_mol=236.41 gap_ev="4.201 / 4.464"
C -0.33446 0.50908 1.96573
C -1.31519 1.06065 1.17545
O -1.15559 1.86997 0.16473
O -0.49455 -0.62857 2.71006
H 0.65034 1.00388 2.00662
H -2.36197 0.76521 1.44697
Sm -0.76548 -2.03767 1.02180
C -0.03513 1.21410 -2.61163
O 0.13959 0.08922 -2.50817

=====

Entry 5:
9
Properties=species:S:1:pos:R:3 method="wB97M-V/def2-TZVPD" largest_force_ev_per_a=3.761 lumo_energy_ev=0.0 molar_mass_g_mol=102.05 gap_ev=8.563
O -0.86390 -1.34718 2.34799
C -0.40082 -0.58837 1.61285
C 0.43326 0.12070 0.88000
O 0.38494 1.47459 0.72199
H 1.09184 -0.26426 0.16499
H -0.53760 1.78384 0.84092
O 1.06860 -0.20138 -2.02106
C -0.02617 -0.37654 -2.22830
O -1.15014 -0.60140 -2.31939

=====

Entry 6:
9
Properties=species:S:1:pos:R:3 method="wB97M-V/def2-TZVPD" largest_force_ev_per_a=2.297 lumo_energy_ev=0.0 molar_mass_g_mol=102.05 gap_ev=8.763
O -0.55456 -1.79908 -0.54762
C 0.26412 -1.12796 -0.03958
C 1.34245 -0.52295 0.39114
O 1.72205 0.71753 0.00807
H 2.23926 -1.05823 0.79103
H 1.33997 0.83009 -0.86096
O -1.66007 1.65147 -0.72609
C -2.12459 0.94585 0.05405
O -2.56864 0.36329 0.92995

=====

Entry 7:
9
Properties=species:S:1:pos:R:3 method="wB97M-V/def2-TZVPD" largest_force_ev_per_a=1.140 lumo_energy_ev=-2.2 molar_mass_g_mol=150.25 gap_ev=6.943
O -0.45817 -1.65318 0.27885
C -0.36260 -0.44767 0.27912
C -1.56526 0.47706 0.27146
S -3.03287 -0.00843 -0.22225
C 1.02613 0.18660 0.05696
S 1.30286 1.77256 -0.00058
S 2.29538 -0.98796 -0.16765
H -1.34434 1.51006 0.47756
H 1.37423 -1.99931 -0.10604

=====

Entry 8:
9
Properties=species:S:1:pos:R:3 method="wB97M-V/def2-TZVPD" largest_force_ev_per_a=1.689 lumo_energy_ev=-2.0 molar_mass_g_mol=150.25 gap_ev=7.154
O -0.44157 -1.54123 -0.05506
C -0.28635 -0.34148 0.05519
C -1.49065 0.56908 0.25223
S -2.92889 0.09390 -0.30783
C 1.13698 0.31845 -0.09940
S 1.22724 1.94171 -0.18853
S 2.45074 -0.79390 -0.18709
H -1.31499 1.55827 0.69254
H 1.64748 -1.80479 -0.16205

=====

Entry 9:
49
Properties=species:S:1:pos:R:3 method="wB97M-V/def2-TZVPD" largest_force_ev_per_a=11.649 lumo_energy_ev=-2.7 molar_mass_g_mol=303.28 charge=+1 gap_ev=10.600
C -2.91530 -1.73906 1.18779
C -1.95137 -2.68695 1.14997
N -0.90467 -2.17832 0.41899
C -1.18694 -0.89838 0.05146
N -2.43439 -0.62556 0.53147
H -3.87972 -1.73941 1.64371
H -2.16852 -3.75798 1.52401
H 0.05565 -2.47706 0.28720
H -0.58121 -0.11007 -0.50779
H 1.46644 -2.84354 -2.45632
H -0.64757 5.16647 -0.35981
H -2.51225 2.90637 0.12860
O -0.62320 4.42347 -0.94702
H -0.68140 -0.05417 -3.46128
H 1.79129 -2.09304 -3.84896
O 1.34584 -2.86970 -3.37209
H 0.32564 -1.31243 4.81723
H 0.73348 -2.74354 4.28719
O 1.04822 -1.89433 4.47241
H 3.64557 2.10894 2.46346
H 2.31404 2.32122 1.51350
O 3.29218 2.00179 1.54151
H 1.54874 -0.08146 -2.32818
H 2.93104 0.34038 -1.61544
O 1.94145 0.57992 -1.78455
H 0.57011 2.39419 -2.93247
H 1.84920 3.12634 -2.97795
O 0.91850 3.28627 -2.95489
H -1.83691 0.81929 -2.76465
H 0.08497 4.56819 -1.69255
O -1.03645 0.57083 -2.79415
H 5.17247 0.00102 -0.91187
H 4.39723 0.69913 0.11489
O 4.43637 -0.17270 -0.23342
H -4.58554 -0.55372 -1.52555
H -4.14014 0.90729 -1.32767
O -3.92957 0.12818 -1.85738
H 1.88303 -0.25672 1.95807
H 1.71003 -1.19253 2.98903
O 1.37984 -1.16281 2.01242
H -3.45683 2.97164 1.15744
H -3.05530 0.10859 0.22668
O -3.39956 2.48086 0.33128
H 0.04133 0.88989 1.97122
H -1.19757 0.72424 2.95926
O -0.29737 1.12012 2.84326
H 2.18501 -1.99552 0.13401
H 1.86730 -3.09889 0.96589
O 1.65694 -2.76309 0.06520

=====

Entry 10:
47
Properties=species:S:1:pos:R:3 method="wB97M-V/def2-TZVPD" largest_force_ev_per_a=3.700 lumo_energy_ev=-0.3 molar_mass_g_mol=289.34 gap_ev=8.406
C -0.07551 0.03600 -1.14574
N 0.20965 0.46462 0.32679
C 0.36463 -0.72774 1.32971
C 0.42086 -0.18703 2.81167
S 0.97925 -1.41134 4.14349
H -1.05496 -0.33542 -1.11402
H 0.48274 -0.92420 -1.43454
H 0.00615 1.06351 -1.71404
H 1.21984 0.87896 0.39893
H -0.57120 -1.34943 1.14473
H 1.18859 -1.40702 1.02914
H 1.11120 0.74747 2.82512
H -0.65018 0.13247 3.05727
H 0.43938 -2.59611 3.64457
O -2.84865 -2.23308 1.92168
H -3.49955 -1.51820 2.07541
H -2.98481 -2.87777 2.55370
O 2.28402 2.18618 -2.30929
H 2.84533 2.05064 -1.57419
H 2.72213 2.50012 -3.07912
O -3.06698 -2.07386 -1.81011
H -3.55447 -1.85661 -0.90873
H -3.75069 -1.97414 -2.48996
O 2.98621 -1.23415 0.87162
H 3.81542 -1.36372 1.26843
H 2.79719 -2.06706 0.32477
O -2.02540 2.93220 -1.69945
H -1.97352 2.20276 -1.09025
H -2.18504 3.72717 -1.15766
O -2.80624 0.98542 0.22776
H -2.36727 1.45437 0.92998
H -2.77275 0.06515 0.57176
O 1.65188 -3.21096 -0.38814
H 0.68520 -2.95261 -0.60350
H 1.89738 -3.88445 -0.97535
O 0.37194 3.95616 -1.95511
H 0.95039 3.18309 -2.19950
H -0.43544 3.46803 -1.95797
O -0.99263 -3.57554 -1.05841
H -1.78327 -3.72356 -0.41181
H -1.45144 -3.34091 -1.91705
O 0.13964 3.75644 0.72673
H 0.29280 4.56609 0.26782
H 0.11956 3.22244 -0.06031
O 3.71861 1.45715 0.12871
H 3.90496 0.67530 -0.41408
H 3.24505 1.11319 0.88851

=====

Entry 11:
49
Properties=species:S:1:pos:R:3 method="wB97M-V/def2-TZVPD" largest_force_ev_per_a=3.031 lumo_energy_ev=-2.6 molar_mass_g_mol=306.35 charge=+1 gap_ev=10.203
C -0.72785 0.25862 -1.75177
O -0.25675 1.17309 -2.77270
C 0.35884 -0.14219 -0.75486
C -0.36195 -0.99419 0.29134
S 0.81979 -2.07733 1.15847
N 1.40704 -0.82627 -1.55063
H -1.43071 0.93007 -1.25316
H -1.19527 -0.54116 -2.32033
H 0.11429 1.96069 -2.37482
H 0.74186 0.81833 -0.41580
H -1.12712 -0.41240 0.80295
H -0.95627 -1.75611 -0.22611
H 0.81869 -1.55372 2.38382
H 2.29806 -0.31918 -1.48332
H 1.81471 -1.74979 -1.28694
H 1.10954 -0.97598 -2.50420
H -1.35595 -0.35854 3.32964
H 0.08805 0.06366 2.97951
O -0.75447 0.40693 3.25222
H -0.66388 3.40894 2.13978
H 0.65843 4.02753 1.95555
O -0.27256 4.24936 1.86128
H -2.29249 2.29417 1.07287
H -2.21279 1.36681 2.22745
O -2.10195 1.36941 1.27170
H 2.17809 2.47303 0.07910
H 3.52831 2.45625 -0.51683
O 2.60410 2.40184 -0.78913
H 1.32642 1.59876 2.51806
H 1.73989 0.40039 1.61869
O 1.99834 1.26953 1.92280
H -0.39316 4.14380 -0.69708
H -1.47552 3.17464 -1.28807
O -0.55297 3.33301 -1.12768
H 1.10652 -3.69197 -2.80829
H 2.61662 -3.64986 -2.58627
O 1.83424 -3.08406 -2.62401
H -3.22047 -1.66548 1.95717
H -2.77855 -2.28302 3.23377
O -2.48901 -1.61730 2.59715
H 5.24284 -0.85148 0.89318
H 4.50392 -2.06383 0.51255
O 4.88983 -1.27780 0.10112
H -2.39027 -2.84745 -2.08014
H -2.03084 -3.29423 -3.51976
O -1.68405 -2.87454 -2.72617
H -4.37289 -1.15698 -0.48634
H -3.11660 -0.37767 -0.28696
O -3.58410 -1.13633 0.07116

=====

Entry 12:
49
Properties=species:S:1:pos:R:3 method="wB97M-V/def2-TZVPD" largest_force_ev_per_a=2.058 lumo_energy_ev=2.4 molar_mass_g_mol=290.28 charge=-1 gap_ev=8.999
C -1.24244 2.77924 1.13910
N -1.64554 1.78406 0.11078
C -0.58411 0.86085 -0.25799
O -0.44570 -0.17235 0.69359
C -1.58753 4.20742 0.66237
H -0.19310 2.57889 1.36512
H -1.78614 2.62932 2.07444
H -2.35356 1.22006 0.56906
H -0.79552 0.34428 -1.19080
H 0.38387 1.39246 -0.25352
H -2.54324 4.57363 1.02109
H -0.85104 4.95485 0.97641
H -1.41463 4.06430 -0.41217
H -5.13178 -1.26460 0.90832
H -4.17136 -0.33171 1.42168
O -5.09273 -0.32531 1.13144
H -2.21030 -1.86890 -0.55383
H -2.44853 -1.20018 0.65713
O -2.97736 -1.58013 -0.06301
H 3.98545 2.23034 -2.25879
H 3.38518 2.30330 -0.79748
O 4.08585 1.91354 -1.36018
H 2.28169 1.87411 1.07028
H 1.57676 3.06598 0.49037
O 2.46967 2.73062 0.62879
H 0.71306 -3.55822 1.98544
H 0.26982 -4.72254 1.20667
O 0.80878 -4.51627 1.96990
H 1.48532 -0.08615 2.68826
H 1.09664 0.02398 1.21404
O 1.82377 0.29512 1.87354
H 0.37202 0.65762 -4.82902
H 1.38886 0.03096 -3.98526
O 1.16872 0.10999 -4.91776
H 1.03998 -2.84536 -0.91942
H 1.71200 -2.50369 -2.31508
O 1.17210 -3.12348 -1.82779
H -1.95482 -1.90794 2.49370
H -1.20667 -0.59310 2.23562
O -1.94135 -0.98156 2.76475
H 2.98519 -2.42075 0.43844
H 3.33898 -1.02752 0.61374
O 3.78303 -1.87280 0.46284
H -0.63954 2.09690 -2.49282
H 0.78028 1.95135 -3.24795
O -0.14234 1.69531 -3.21032
H -0.64021 -3.00460 -0.33297
H -0.40761 -1.55746 0.59363
O -0.49782 -2.61400 0.51947

=====

DFT total energy across the listed records, respectively: -739.29376; -739.37707; -739.07920; -999.06671; -416.43541; -416.43579; -1385.25598; -1385.25583; -1220.24866; -1413.37643; -1489.06938; -1166.41593 Eh.